23
Properties=species:S:1:pos:R:3:lowdin_charge:R:1 method="wB97M-V/def2-TZVPD" relative_energy_kj_mol=642.9 charge=+1 e_homo_ev=-12.277 multiplicity=1
C 4.95495 3.04900 4.27549 -0.08
N -0.36702 -0.88730 0.50382 0.32
C -1.36989 -0.52838 -0.31247 -0.52
C -1.36491 -1.44704 -1.57394 -0.51
S -2.64058 -0.99548 -2.75004 0.84
C -2.70586 -0.73195 0.48251 0.04
C 4.35952 2.27133 3.38913 -0.10
N 1.72001 0.75343 -0.81429 0.10
H 5.94716 3.46119 4.10738 0.05
H 4.67888 3.06444 5.31638 0.05
H -0.33058 -0.23322 1.30574 0.14
H -1.33352 0.51693 -0.68541 0.19
H -1.65858 -2.44954 -1.24930 0.08
H -0.35059 -1.52500 -1.94700 0.09
H -1.88628 -0.27024 -3.58803 -0.10
H -2.77041 -1.73333 0.88781 0.10
H -2.79011 -0.05824 1.32884 0.10
H -3.50247 -0.58109 -0.24604 0.09
H 4.63224 2.18690 2.34870 0.04
H 3.39029 1.89304 3.71422 0.04
H 2.39572 1.01792 -0.09759 0.04
H 1.01195 0.21740 -0.30471 -0.04
H 2.23075 0.06327 -1.36411 0.05